1.
A cluster of 2 separate species, C3H7NO3 in total. Source: the OMol25 dataset; level of theory: ωB97M-V/def2-TZVPD.

```
14
Properties=species:S:1:pos:R:3:forces:R:3
C -0.473 -0.308 0.502 -1.55 -0.49 3.50
C 0.943 -0.063 -1.267 2.69 -0.98 0.56
C 0.950 -0.032 0.366 -0.29 -2.76 -2.87
N -1.539 -0.614 0.851 2.20 -0.10 -0.91
O 1.796 -1.064 1.010 0.71 2.73 -3.48
O 1.446 1.147 0.772 -0.26 0.86 0.76
O -3.242 1.065 -0.095 5.80 -1.60 1.36
H -2.552 0.140 0.273 -3.53 3.72 -1.41
H 0.017 0.208 -1.745 -0.51 0.28 0.32
H 1.718 0.686 -1.514 -0.39 -0.45 -0.24
H 1.244 -1.065 -1.676 -0.23 0.86 0.57
H 1.468 -1.651 1.635 -1.84 -1.31 1.67
H 2.301 0.821 1.065 0.71 0.69 0.49
H -4.076 0.730 -0.177 -3.50 -1.45 -0.33
```
Forces are in eV/Å.

* energy relative to the best compared isomer or geometry (same formula, charge and spin): 4.311 eV
* orbital gap: 10.2 eV

=====

2.
An isolated molecule of C5H6O2. Source: the OMol25 dataset; level of theory: ωB97M-V/def2-TZVPD.

```
13
Properties=species:S:1:pos:R:3:forces:R:3
O 0.442 -2.314 -0.890 0.34 0.39 0.30
C 0.280 -1.206 -0.422 1.03 -0.54 1.01
C -1.005 -0.645 0.013 -0.15 0.03 -1.31
C -0.925 0.784 0.520 0.13 -0.01 -0.19
C 0.506 1.175 0.149 0.18 0.25 0.00
O 0.942 2.297 0.126 -0.10 -0.55 -0.03
C 1.279 -0.101 -0.202 0.46 -0.02 -0.06
H -1.649 -1.342 0.583 -0.21 0.27 -1.47
H -0.864 -0.521 -1.216 -2.84 -0.02 1.75
H -1.109 0.937 1.595 0.22 -0.35 -0.25
H -1.657 1.417 0.007 0.28 0.08 0.11
H 1.732 -0.497 0.714 0.45 0.39 0.08
H 2.027 0.017 -0.976 0.20 0.08 0.05
```
Forces are in eV/Å.

* energy relative to the best compared isomer or geometry (same formula, charge and spin): 1.617 eV
* orbital gap: 10.1 eV

=====

3.
A structure of composition C38H29AsCuN2O3PS2Se2. Source: the OMol25 dataset; level of theory: ωB97M-V/def2-TZVPD.

```
79
Properties=species:S:1:pos:R:3:forces:R:3
Cu 0.192 0.299 -0.645 0.41 0.10 0.10
Se 2.684 1.513 2.808 0.01 -0.01 0.03
P 3.321 1.215 0.802 -0.01 -0.02 0.04
Se 2.133 1.936 -0.881 -0.24 -0.22 -0.06
C 3.717 -0.558 0.531 -0.06 0.01 0.02
C 4.348 -1.264 1.554 -0.01 0.03 0.11
C 4.667 -2.601 1.389 0.01 -0.06 -0.03
C 4.358 -3.251 0.199 0.01 -0.01 0.00
C 3.742 -2.550 -0.824 0.03 0.01 0.00
C 3.421 -1.207 -0.661 0.04 0.03 -0.06
C 4.949 2.000 0.519 0.03 -0.02 -0.04
C 5.697 1.642 -0.601 -0.01 -0.01 -0.05
C 6.922 2.239 -0.842 0.03 0.03 0.02
C 7.407 3.208 0.030 -0.01 -0.03 -0.03
C 6.662 3.567 1.142 0.05 0.03 0.01
C 5.439 2.960 1.390 -0.02 0.00 0.05
H 4.564 -0.762 2.490 -0.02 0.01 -0.01
H 5.151 -3.143 2.192 0.00 0.00 0.02
H 4.590 -4.302 0.075 0.00 -0.01 -0.01
H 3.492 -3.045 -1.753 0.02 -0.01 -0.01
H 2.946 -0.668 -1.471 -0.07 0.04 -0.03
H 5.312 0.899 -1.289 0.00 0.00 0.00
H 7.498 1.952 -1.713 0.01 0.00 0.00
H 8.363 3.678 -0.160 0.01 0.01 0.00
H 7.035 4.320 1.825 0.01 0.01 0.01
H 4.856 3.216 2.267 -0.01 0.00 -0.01
S -1.374 -1.321 -2.921 -0.04 -0.04 0.01
C -2.362 -1.922 -1.566 -0.09 0.06 -0.06
C -3.702 -2.078 -1.926 -0.02 0.02 -0.02
C -4.600 -2.714 -1.089 0.02 0.00 0.01
C -4.169 -3.230 0.122 0.00 -0.02 0.03
C -2.848 -3.056 0.498 -0.09 -0.06 0.06
C -1.946 -2.379 -0.314 0.18 -0.03 0.06
As -0.158 -1.997 0.342 -0.23 0.12 -0.04
C 0.662 -3.730 0.033 0.03 0.04 0.01
C 0.852 -4.107 -1.294 -0.01 -0.03 -0.01
C 1.445 -5.323 -1.593 0.00 -0.03 -0.02
C 1.859 -6.166 -0.570 0.00 -0.01 -0.02
C 1.664 -5.794 0.751 -0.01 0.00 0.01
C 1.064 -4.578 1.054 0.02 -0.04 0.02
C -0.312 -1.859 2.265 0.01 -0.06 -0.06
C 0.887 -1.873 2.971 0.00 0.04 0.06
C 0.896 -1.621 4.334 0.05 0.02 0.01
C -0.288 -1.328 4.993 -0.03 0.01 0.03
C -1.480 -1.281 4.285 -0.01 -0.02 0.02
C -1.498 -1.547 2.923 -0.02 0.00 0.01
H -4.037 -1.681 -2.875 0.00 0.00 -0.01
H -5.637 -2.798 -1.382 -0.02 -0.01 -0.01
H -4.859 -3.733 0.786 0.00 0.00 0.00
H -2.518 -3.438 1.457 0.00 -0.01 -0.07
H 0.537 -3.451 -2.099 0.00 0.02 0.02
H 1.589 -5.610 -2.627 0.00 0.00 -0.01
H 2.328 -7.114 -0.804 0.00 -0.01 0.00
H 1.977 -6.451 1.552 0.01 -0.01 0.01
H 0.915 -4.299 2.089 -0.01 0.01 -0.01
H 1.828 -2.036 2.459 0.02 -0.02 -0.03
H 1.837 -1.610 4.868 0.00 -0.01 0.00
H -0.278 -1.110 6.054 0.00 0.00 0.00
H -2.406 -1.024 4.785 -0.01 0.02 0.00
H -2.436 -1.481 2.386 0.01 0.07 0.03
N 1.125 -0.561 -3.227 -0.18 -0.06 0.04
C 0.179 -0.533 -2.386 0.14 0.05 -0.09
H 0.877 -1.095 -4.068 0.10 0.03 -0.02
O -4.574 -0.259 1.945 -0.04 -0.03 0.00
S -4.027 0.991 1.471 -0.01 -0.02 0.03
O -4.909 1.860 0.741 -0.03 -0.02 -0.02
N -2.636 0.732 0.675 0.03 -0.03 -0.12
C -1.608 1.218 1.342 0.06 -0.09 0.22
O -0.401 1.109 1.017 -0.01 0.16 -0.08
C -1.952 1.913 2.624 0.02 -0.01 -0.08
C -1.098 2.530 3.519 -0.07 -0.06 0.00
C -1.669 3.111 4.644 0.04 0.00 0.00
C -3.045 3.069 4.857 -0.05 -0.01 0.02
C -3.895 2.441 3.952 0.06 -0.04 0.02
C -3.311 1.866 2.841 -0.07 0.11 0.04
H -0.031 2.535 3.332 0.05 0.02 -0.02
H -1.035 3.607 5.369 0.00 0.00 0.01
H -3.460 3.534 5.743 0.00 0.00 0.00
H -4.964 2.402 4.112 -0.01 0.01 0.00
```
Forces are in eV/Å.

* multiplicity: 2
* <S²>: 0.76
* orbital gap (alpha / beta): 7.4 / 6.3 eV
* charge: -1

=====

4.
A cluster of 6 separate species, C18H36O6 in total. Source: the OMol25 dataset; level of theory: ωB97M-V/def2-TZVPD.

```
60
Properties=species:S:1:pos:R:3:forces:R:3
C -6.336 -2.321 0.022 -0.36 0.20 -0.20
C -4.847 -2.449 0.114 0.36 -0.15 0.22
O -4.308 -3.505 -0.124 0.07 0.09 -0.08
C -4.047 -1.246 0.565 -0.06 -0.12 0.54
H -6.672 -2.776 -0.909 -0.06 -0.03 0.05
H -6.680 -1.289 0.079 0.01 0.00 -0.03
H -6.785 -2.877 0.847 0.02 -0.03 0.02
H -3.818 -0.596 -0.281 0.01 -0.01 -0.03
H -3.136 -1.592 1.049 0.15 0.01 -0.29
H -4.591 -0.663 1.312 -0.13 0.05 -0.19
C 2.094 -3.482 -1.671 -0.12 -0.11 -0.28
C 1.012 -4.467 -2.048 0.10 -0.16 0.27
O 1.167 -5.274 -2.932 -0.03 -0.03 -0.16
C -0.265 -4.416 -1.243 -0.04 0.36 0.44
H 1.875 -2.575 -2.245 0.13 0.10 0.18
H 3.068 -3.858 -1.972 0.00 0.00 -0.08
H 2.091 -3.232 -0.613 -0.06 0.09 0.02
H -0.299 -3.526 -0.609 -0.05 -0.03 -0.14
H -0.282 -5.271 -0.564 0.00 -0.09 -0.10
H -1.161 -4.451 -1.858 0.06 -0.11 -0.14
C 0.314 3.303 2.397 -0.06 0.26 -0.14
C -0.976 3.336 3.186 0.08 0.19 -0.18
O -1.523 2.325 3.551 -0.05 -0.08 0.05
C -1.578 4.712 3.415 -0.41 -0.63 -0.03
H 1.170 3.621 2.995 -0.09 0.00 0.14
H 0.232 4.015 1.571 0.10 -0.07 -0.02
H 0.503 2.310 2.005 0.01 -0.08 0.12
H -2.548 4.596 3.896 0.13 0.02 0.18
H -1.763 5.172 2.443 0.27 0.22 0.05
H -0.915 5.319 4.028 0.04 0.19 -0.12
C -1.453 2.157 -4.728 -0.25 0.14 -0.13
C 0.042 2.298 -4.872 0.09 -0.26 0.07
O 0.787 1.878 -4.017 0.01 0.05 0.07
C 0.585 2.937 -6.124 -0.12 0.54 -0.10
H -1.725 1.128 -4.976 0.03 -0.01 0.01
H -2.004 2.817 -5.398 0.05 -0.02 0.01
H -1.766 2.350 -3.704 0.11 -0.08 0.08
H 1.203 3.790 -5.830 0.05 -0.09 0.03
H -0.209 3.319 -6.763 0.05 -0.13 -0.09
H 1.223 2.257 -6.683 -0.01 -0.15 0.07
C 5.922 -0.710 3.884 0.11 -0.32 0.39
C 4.439 -0.776 4.179 0.11 0.18 -0.11
O 4.006 -0.697 5.303 -0.02 -0.06 0.09
C 3.548 -0.889 2.970 -0.09 0.20 0.27
H 6.121 0.145 3.239 0.12 -0.05 -0.10
H 6.260 -1.627 3.394 -0.14 0.13 -0.25
H 6.492 -0.637 4.809 -0.11 0.22 0.02
H 3.624 0.029 2.384 0.17 -0.08 -0.14
H 2.508 -0.983 3.272 0.03 -0.24 0.00
H 3.882 -1.720 2.353 -0.18 0.02 -0.17
C -0.255 -0.437 0.678 -0.42 0.56 0.00
C 1.063 0.033 0.123 0.03 -0.15 0.01
O 2.060 -0.650 0.207 -0.05 0.07 -0.05
C 1.099 1.398 -0.519 0.13 0.31 -0.02
H -0.253 -1.490 0.936 0.09 -0.03 0.03
H -1.079 -0.198 -0.002 0.14 -0.19 -0.17
H -0.495 0.174 1.560 0.16 -0.19 0.10
H 0.253 2.027 -0.246 -0.12 -0.14 -0.02
H 1.115 1.315 -1.609 -0.04 -0.14 0.03
H 2.011 1.920 -0.226 0.05 -0.13 -0.02
```
Forces are in eV/Å.

* energy relative to the best compared isomer or geometry (same formula, charge and spin): 0.156 eV
* orbital gap: 9.5 eV

=====

no.,largest force on an atom (eV Å⁻¹)
1,6.17
2,3.34
3,0.44
4,0.75